[1]
Below is 15 unconnected molecules or ions with the total composition C26H38BrCl42NO4PS, with properties calculated with wB97M-V/def2-TZVPD.

Last column: Löwdin charge in e.
Geometry (Å):
O  3.82  -5.24  1.48  -0.066
C  4.33  -4.32  0.53  -0.248
C  3.30  -3.23  0.14  -0.172
C  3.52  -1.96  0.98  -0.232
C  2.26  -1.25  1.53  -0.125
C  0.94  -1.28  0.68  -0.339
C  -0.12  -2.32  1.21  -0.111
O  -1.40  -1.72  1.36  -0.092
C  -2.40  -2.10  0.44  -0.241
O  -3.42  -2.80  1.09  -0.084
C  -4.68  -2.56  0.45  -0.190
C  -5.69  -3.68  0.71  -0.223
O  -5.57  -4.22  2.02  -0.129
C  0.28  0.04  1.09  0.005
N  -0.29  0.68  0.15  0.164
C  -0.20  -0.05  -1.12  -0.248
C  1.01  -1.01  -0.88  -0.825
Br  2.54  -0.01  -1.52  0.854
P  0.70  -2.40  -2.12  0.365
S  -0.22  -1.81  -3.73  0.213
H  2.94  -5.52  1.18  0.085
H  5.22  -3.85  0.95  0.089
H  4.67  -4.87  -0.36  0.120
H  3.55  -2.98  -0.89  0.084
H  2.28  -3.62  0.22  0.100
H  4.12  -2.22  1.86  0.069
H  4.09  -1.22  0.42  0.024
H  2.04  -1.67  2.52  0.128
H  2.51  -0.20  1.70  0.111
H  0.21  -2.62  2.21  0.137
H  -0.15  -3.24  0.62  0.111
H  -1.98  -2.68  -0.40  0.131
H  -2.84  -1.18  0.01  0.131
H  -4.55  -2.49  -0.64  0.128
H  -5.12  -1.60  0.76  0.101
H  -6.69  -3.23  0.65  0.110
H  -5.65  -4.46  -0.05  0.122
H  -6.30  -3.85  2.55  0.022
H  0.39  0.31  2.13  0.135
H  -0.76  1.58  0.28  0.118
H  0.05  0.63  -1.94  0.094
H  -1.16  -0.52  -1.35  0.088
H  1.96  -2.96  -2.36  -0.017
H  -0.05  -3.42  -1.49  -0.017
C  6.13  2.36  -0.52  -1.534
Cl  5.28  2.15  -2.05  0.474
Cl  6.00  4.02  0.04  0.554
Cl  5.52  1.24  0.70  0.518
H  7.18  2.13  -0.69  -0.009
C  -2.47  -4.48  4.05  -1.537
Cl  -1.31  -4.29  5.39  0.497
Cl  -2.11  -5.91  3.08  0.527
Cl  -4.10  -4.54  4.68  0.571
H  -2.38  -3.62  3.40  -0.017
C  8.47  2.34  -4.69  -1.563
Cl  8.62  0.58  -4.59  0.512
Cl  8.61  3.07  -3.08  0.534
Cl  9.67  3.02  -5.78  0.539
H  7.49  2.57  -5.08  -0.073
C  4.80  3.69  -6.85  -1.527
Cl  6.38  3.16  -7.42  0.563
Cl  3.54  3.25  -7.99  0.544
Cl  4.46  3.01  -5.25  0.505
H  4.81  4.77  -6.76  0.017
C  8.24  -1.22  2.87  -1.529
Cl  9.59  -1.77  1.87  0.547
Cl  8.35  0.52  3.16  0.531
Cl  6.70  -1.63  2.10  0.539
H  8.29  -1.73  3.82  0.016
C  -1.84  3.87  2.82  -1.515
Cl  -0.73  2.61  3.37  0.548
Cl  -1.13  5.47  3.04  0.572
Cl  -2.29  3.60  1.13  0.511
H  -2.74  3.82  3.42  0.022
C  -5.08  4.93  -1.39  -1.533
Cl  -5.77  5.35  -2.95  0.544
Cl  -4.29  3.34  -1.47  0.493
Cl  -3.95  6.16  -0.80  0.488
H  -5.90  4.87  -0.68  -0.018
C  -8.13  8.08  -1.83  -1.546
Cl  -9.27  7.60  -3.08  0.546
Cl  -8.58  9.62  -1.11  0.569
Cl  -8.01  6.83  -0.58  0.533
H  -7.15  8.19  -2.28  0.003
C  -7.54  -1.47  4.55  -1.534
Cl  -8.79  -0.36  5.10  0.552
Cl  -8.05  -3.15  4.73  0.555
Cl  -7.11  -1.15  2.86  0.561
H  -6.66  -1.32  5.16  0.015
C  1.43  -7.78  5.72  -1.574
Cl  1.51  -9.44  6.30  0.522
Cl  1.70  -6.65  7.05  0.513
Cl  2.60  -7.51  4.43  0.524
H  0.44  -7.61  5.32  -0.040
C  -2.49  8.11  -4.97  -1.540
Cl  -0.84  7.66  -5.41  0.525
Cl  -3.64  7.59  -6.21  0.528
Cl  -2.93  7.44  -3.40  0.478
H  -2.53  9.19  -4.90  0.013
C  -2.79  -8.82  6.67  -1.517
Cl  -1.64  -9.93  7.42  0.529
Cl  -2.07  -7.21  6.43  0.510
Cl  -3.37  -9.46  5.13  0.532
H  -3.63  -8.71  7.34  0.014
C  -7.26  13.02  -1.92  -1.575
Cl  -5.54  13.34  -1.63  0.519
Cl  -8.27  14.17  -1.06  0.530
Cl  -7.62  13.02  -3.65  0.523
H  -7.48  12.03  -1.54  -0.066
C  8.73  -2.98  -6.94  -1.557
Cl  9.37  -1.68  -7.93  0.524
Cl  9.25  -4.55  -7.54  0.532
Cl  9.20  -2.77  -5.25  0.499
H  7.65  -2.94  -6.99  0.010

The HOMO-LUMO gap comes out at 8.250 eV. For the total energy, the calculation gives -24010.43659 Ha. As for the spin multiplicity: 1. The charge is +1.

***

[2]
Below is 6 unconnected molecules or ions with the total composition C41H79Br2F6N7O6S, with properties calculated with wB97M-V/def2-TZVPD.

Last column: Löwdin charge in e.
Geometry (Å):
C  -5.23  3.98  -0.97  -0.128
O  -5.05  3.04  0.12  -0.236
C  -6.40  2.59  0.44  -0.242
C  -6.23  1.50  1.65  -0.158
C  -5.46  0.23  1.02  -0.199
C  -5.58  -1.00  2.06  -0.203
C  -4.26  -1.91  1.94  -0.157
C  -3.19  -1.53  3.10  -0.164
C  -3.62  -1.77  4.58  -0.047
N  -2.84  -1.50  5.74  0.078
C  -1.55  -1.02  5.33  -0.176
C  -0.53  -0.67  6.48  -0.001
C  0.94  -0.15  6.24  -0.461
S  2.06  0.26  7.68  0.710
C  1.41  0.02  4.73  -0.130
C  2.91  0.53  4.52  -0.156
C  4.03  -0.57  5.00  -0.080
C  3.57  -2.08  4.74  -0.384
F  4.77  -2.88  4.76  0.019
F  2.98  -2.31  3.46  0.067
F  2.75  -2.63  5.77  0.060
C  0.41  -0.30  3.57  -0.028
C  0.86  -0.09  2.02  -0.158
C  0.76  -1.43  1.14  -0.161
C  0.17  -1.23  -0.33  -0.691
F  -0.15  -2.56  -0.82  -0.168
Br  -1.51  -0.18  -0.44  0.827
C  1.22  -0.59  -1.39  -0.695
F  2.29  0.14  -0.80  -0.004
F  0.46  0.26  -2.28  -0.131
Br  1.88  -2.08  -2.58  0.812
C  -1.06  -0.81  3.87  -0.103
N  -1.90  -1.05  2.73  0.106
H  -5.65  3.47  -1.92  0.098
H  -4.25  4.50  -1.28  0.098
H  -5.99  4.77  -0.60  0.094
H  -7.08  3.43  0.81  0.122
H  -6.81  2.00  -0.46  0.121
H  -5.60  1.94  2.51  0.123
H  -7.29  1.27  2.02  0.103
H  -4.34  0.54  0.97  0.099
H  -5.84  -0.05  -0.03  0.127
H  -6.48  -1.69  1.85  0.115
H  -5.70  -0.61  3.14  0.106
H  -4.47  -3.03  2.09  0.119
H  -3.75  -1.80  0.92  0.082
H  -4.67  -2.20  4.75  0.121
H  -0.86  -0.79  7.57  0.101
H  2.43  1.58  7.45  -0.119
H  3.14  0.94  3.48  0.105
H  3.06  1.41  5.25  0.095
H  5.00  -0.43  4.40  0.135
H  4.32  -0.39  6.10  0.105
H  1.96  0.26  1.95  0.101
H  0.24  0.79  1.63  0.103
H  0.09  -2.22  1.65  0.127
H  1.82  -1.89  1.06  0.133
C  4.96  -0.69  -6.47  -0.102
O  4.50  -1.01  -5.17  -0.224
C  5.46  -0.82  -4.14  -0.197
C  5.56  0.63  -3.63  -0.422
C  6.33  1.55  -4.57  -0.070
N  4.24  1.21  -3.37  0.050
H  6.02  -0.93  -6.60  0.088
H  4.78  0.37  -6.68  0.077
H  4.38  -1.27  -7.19  0.079
H  5.12  -1.45  -3.30  0.106
H  6.44  -1.22  -4.44  0.118
H  6.11  0.61  -2.68  0.136
H  5.75  1.83  -5.45  0.065
H  6.60  2.48  -4.06  0.076
H  7.26  1.08  -4.91  0.066
H  3.76  0.64  -2.67  0.036
H  3.68  1.07  -4.21  0.074
C  0.46  -5.94  -7.27  -0.107
O  1.21  -6.66  -6.31  -0.192
C  2.61  -6.42  -6.34  -0.202
C  3.05  -5.15  -5.58  -0.422
C  2.77  -3.85  -6.34  -0.066
N  2.43  -5.07  -4.25  0.030
H  1.02  -5.81  -8.21  0.090
H  0.17  -4.97  -6.87  0.074
H  -0.45  -6.50  -7.48  0.087
H  3.07  -7.28  -5.84  0.120
H  2.98  -6.42  -7.37  0.117
H  4.14  -5.21  -5.44  0.137
H  1.71  -3.58  -6.32  0.070
H  3.32  -3.02  -5.89  0.052
H  3.08  -3.94  -7.38  0.081
H  2.70  -5.89  -3.71  0.077
H  1.42  -5.19  -4.38  0.073
C  10.09  -0.36  -6.89  -0.104
O  9.90  -0.04  -5.52  -0.207
C  11.08  -0.10  -4.73  -0.201
C  11.96  1.17  -4.80  -0.431
C  12.77  1.27  -6.09  -0.075
N  11.16  2.39  -4.64  0.038
H  10.85  -1.13  -7.03  0.091
H  10.35  0.54  -7.45  0.075
H  9.14  -0.73  -7.28  0.082
H  10.74  -0.21  -3.70  0.120
H  11.66  -1.00  -4.97  0.118
H  12.67  1.12  -3.97  0.135
H  12.17  1.56  -6.95  0.064
H  13.56  2.03  -5.98  0.077
H  13.26  0.32  -6.32  0.078
H  10.69  2.36  -3.74  0.071
H  10.39  2.33  -5.32  0.068
C  -0.53  3.97  6.22  -0.103
O  -1.29  2.77  6.26  -0.204
C  -2.25  2.72  7.30  -0.203
C  -3.58  3.44  6.98  -0.428
C  -3.49  4.95  7.08  -0.075
N  -4.07  3.08  5.64  0.040
H  -0.33  4.36  7.22  0.091
H  -1.03  4.72  5.61  0.075
H  0.43  3.74  5.74  0.082
H  -2.47  1.66  7.44  0.113
H  -1.82  3.07  8.24  0.119
H  -4.32  3.10  7.71  0.135
H  -2.97  5.41  6.24  0.064
H  -4.50  5.39  7.10  0.076
H  -2.98  5.26  8.00  0.078
H  -4.22  2.07  5.60  0.066
H  -3.31  3.23  4.98  0.071
C  -11.31  -0.94  1.69  -0.106
O  -10.43  0.14  1.98  -0.198
C  -10.61  1.28  1.15  -0.203
C  -11.76  2.21  1.60  -0.430
C  -13.14  1.69  1.24  -0.074
N  -11.71  2.48  3.04  0.037
H  -11.52  -1.02  0.62  0.091
H  -12.23  -0.84  2.26  0.074
H  -10.82  -1.86  2.01  0.087
H  -9.67  1.84  1.22  0.105
H  -10.71  0.99  0.10  0.119
H  -11.63  3.17  1.07  0.135
H  -13.47  0.87  1.89  0.064
H  -13.89  2.48  1.33  0.077
H  -13.17  1.33  0.20  0.078
H  -10.82  2.92  3.26  0.072
H  -11.66  1.58  3.51  0.070

The HOMO-LUMO gap comes out at 7.518 eV. As for the energy above the lowest of the compared OMol25 structures with the same formula, charge and spin: 135.6 kcal/mol. For the total energy, the calculation gives -8589.34438 Ha. As for the spin multiplicity: 1. The charge is 0. As for the SMILES: COCCCCCc1cnc2cc(S)c(CCC(F)(F)F)c(CC[C@@](F)(Br)C(F)(F)Br)c2n1.COC[C@@H](C)N.COC[C@@H](C)N.COC[C@@H](C)N.COC[C@@H](C)N.COC[C@@H](C)N.

***

[3]
Below is 3 unconnected molecules or ions with the total composition H6O3, with properties calculated with wB97M-V/def2-TZVPD.

Last column: natural (NBO) charge in e.
Geometry (Å):
O  0.31  2.05  1.13  -0.954
H  0.64  2.95  1.17  0.483
H  0.98  1.52  1.58  0.477
O  -0.51  0.05  -0.95  -0.962
H  -0.37  0.54  -0.13  0.497
H  0.06  0.48  -1.59  0.477
O  -0.70  -2.70  -0.29  -0.967
H  -0.58  -1.78  -0.58  0.494
H  0.18  -3.09  -0.33  0.457

The HOMO-LUMO gap comes out at 11.008 eV. As for the energy above the lowest of the compared OMol25 structures with the same formula, charge and spin: 6.5 kcal/mol. For the total energy, the calculation gives -229.31469 Ha. As for the spin multiplicity: 1. The charge is 0. As for the SMILES: O.O.O.